{
  "formula": "C42H49BF6N8O9S3Zr",
  "method": "ωB97M-V/def2-TZVPD",
  "energy_ev": -125474.8939,
  "e_above_lowest_kcal_mol": 0.00,
  "fmax_ev_per_a": 0.75,
  "elements": ["Zr", "O", "C", "N", "C", "O", "C", "C", "C", "C", "C", "N", "C", "C", "C", "C", "C", "N", "H", "H", "H", "H", "H", "H", "H", "H", "F", "C", "F", "F", "S", "O", "O", "N", "S", "O", "O", "C", "F", "F", "F", "O", "C", "C", "C", "C", "C", "C", "N", "H", "H", "H", "H", "H", "H", "H", "H", "H", "H", "H", "C", "C", "C", "C", "C", "C", "N", "C", "C", "C", "C", "C", "C", "H", "H", "H", "H", "H", "H", "H", "H", "H", "H", "S", "C", "N", "C", "C", "C", "N", "H", "H", "H", "H", "H", "H", "H", "H", "C", "C", "C", "O", "B", "O", "C", "C", "C", "H", "H", "H", "H", "H", "H", "H", "H", "H", "H", "H", "H"],
  "coordinates": [[0.9178, -0.2556, 0.8365], [2.7030, 1.1986, 4.5471], [2.2078, 1.0248, 3.4463], [1.5597, -0.0928, 3.0123], [1.5635, -1.1230, 3.9489], [1.0336, -1.0912, 5.0277], [2.4942, -2.2802, 3.6297], [3.6567, -2.3443, 4.3818], [4.5674, -3.3531, 4.1324], [4.2817, -4.3000, 3.1603], [3.1058, -4.1941, 2.4574], [2.2419, -3.1860, 2.6768], [2.3747, 2.0806, 2.3872], [2.8294, 3.3406, 2.7187], [3.0630, 4.2491, 1.6955], [2.8795, 3.8477, 0.3859], [2.4222, 2.5624, 0.1362], [2.1483, 1.7087, 1.1224], [3.8242, -1.5877, 5.1346], [5.4918, -3.4013, 4.6909], [4.9633, -5.1047, 2.9326], [2.8159, -4.8914, 1.6832], [3.0018, 3.5717, 3.7589], [3.4004, 5.2521, 1.9199], [3.0733, 4.5114, -0.4437], [2.2684, 2.1982, -0.8707], [3.9794, -0.5109, -2.0895], [4.7962, -0.4951, -1.0457], [4.8852, 0.7561, -0.5819], [6.0050, -0.8805, -1.4523], [4.2198, -1.6210, 0.3136], [3.1774, -0.8724, 1.0259], [5.4036, -1.8451, 1.0820], [3.6956, -2.8788, -0.3939], [2.1905, -3.3551, -0.7329], [1.2613, -2.5970, 0.4007], [2.1367, -4.7693, -0.4217], [1.0611, -2.6829, -2.9334], [1.5705, 0.0696, -0.9569], [2.1601, -2.4268, -3.6044], [0.7768, -3.9349, -3.2843], [-0.9304, -0.8215, -0.3240], [-1.5966, -0.9287, -1.3700], [-1.2406, -0.2167, -2.6406], [-2.2947, 0.8082, -3.0705], [-3.4804, 0.2181, -3.8275], [-4.3481, -0.7386, -3.0155], [-3.5786, -1.9416, -2.4832], [-2.7316, -1.6297, -1.3390], [-1.0888, -0.9590, -3.4261], [-0.2740, 0.2593, -2.4898], [-1.7815, 1.5175, -3.7228], [-2.6360, 1.3738, -2.1968], [-3.0981, -0.3190, -4.7025], [-4.1014, 1.0300, -4.2134], [-5.1602, -1.1078, -3.6452], [-4.8090, -0.2174, -2.1720], [-2.9734, -2.3874, -3.2776], [-4.2703, -2.7108, -2.1416], [-2.9287, -2.0954, -0.4645], [-3.8849, 0.6940, 3.9423], [-4.0650, 0.9001, 2.5782], [-2.9707, 1.0423, 1.7460], [-1.6655, 0.9938, 2.2510], [-1.4948, 0.7767, 3.6167], [-2.5975, 0.6277, 4.4506], [-0.5794, 1.2502, 1.3681], [-0.6646, 2.5162, 0.7691], [-0.2383, 2.7339, -0.5431], [-0.2086, 4.0130, -1.0842], [-0.6438, 5.1043, -0.3526], [-1.0990, 4.8983, 0.9475], [-1.1024, 3.6336, 1.5024], [-4.7396, 0.5885, 4.5971], [-5.0647, 0.9534, 2.1655], [-3.1075, 1.2217, 0.6853], [-0.5031, 0.7474, 4.0392], [-2.4364, 0.4722, 5.5094], [0.1208, 1.9041, -1.1421], [0.2036, 4.1414, -2.0786], [-0.6191, 6.1002, -0.7744], [-1.4358, 5.7374, 1.5423], [-1.4335, 3.4954, 2.5231], [1.3153, 2.1800, -3.9197], [0.6365, 3.2359, -5.0343], [-0.5296, 3.8731, -4.7921], [-1.1364, 4.8769, -5.6526], [-0.0744, 5.4933, -6.5483], [0.7010, 4.3762, -7.2293], [1.2311, 3.4849, -6.2152], [-0.9140, 3.7117, -3.8763], [-1.6018, 5.6329, -5.0195], [-1.9250, 4.4241, -6.2631], [0.6097, 6.0971, -5.9495], [-0.5402, 6.1401, -7.2911], [1.5359, 4.7714, -7.8087], [0.0457, 3.8304, -7.9186], [2.0865, 2.9800, -6.3716], [-1.5484, -4.2138, 0.4093], [-1.0482, -4.3370, 1.8461], [-1.6478, -5.5676, 2.5043], [0.3745, -4.4830, 1.8066], [0.9089, -3.1880, 1.7906], [-0.0651, -2.2312, 2.2561], [-1.2373, -3.0312, 2.6695], [-2.5141, -2.2898, 2.3378], [-1.1273, -3.2616, 4.1684], [-1.1827, -5.0714, -0.1543], [-1.1577, -3.3121, -0.0611], [-2.6394, -4.2088, 0.3641], [-1.5017, -6.4285, 1.8534], [-2.7194, -5.4377, 2.6649], [-1.1707, -5.7756, 3.4587], [-2.4254, -1.7939, 1.3725], [-2.7256, -1.5267, 3.0807], [-3.3526, -2.9888, 2.3203], [-0.2332, -3.8307, 4.4241], [-2.0012, -3.8043, 4.5323], [-1.0819, -2.3008, 4.6753]],
  "forces_ev_per_a": [[-0.73, -0.10, 0.17], [-0.02, 0.04, 0.00], [0.01, 0.11, 0.05], [0.10, -0.02, -0.24], [-0.10, -0.02, 0.18], [0.00, -0.05, -0.07], [0.07, 0.05, 0.10], [-0.05, -0.01, -0.05], [-0.03, 0.00, -0.02], [-0.03, 0.02, 0.00], [0.07, -0.07, 0.01], [-0.04, 0.00, 0.02], [0.10, 0.02, 0.03], [-0.02, -0.07, -0.02], [-0.01, -0.04, -0.02], [0.03, -0.08, 0.03], [0.19, 0.00, 0.02], [0.02, -0.05, 0.01], [0.00, 0.01, 0.01], [0.02, 0.00, 0.01], [0.01, -0.02, -0.01], [0.01, -0.01, 0.00], [0.00, -0.01, 0.03], [0.02, 0.01, 0.01], [-0.01, 0.01, -0.02], [0.10, 0.03, 0.05], [-0.05, -0.02, 0.05], [0.04, 0.06, 0.01], [-0.02, -0.02, 0.00], [-0.03, -0.02, 0.02], [-0.06, -0.15, -0.04], [0.03, 0.26, -0.17], [0.01, -0.01, 0.00], [0.29, 0.04, 0.20], [0.06, 0.03, 0.00], [0.11, 0.17, 0.43], [-0.03, -0.10, -0.05], [-0.23, -0.18, -0.59], [-0.06, 0.03, 0.01], [-0.02, 0.14, 0.11], [-0.03, 0.15, 0.15], [0.25, -0.39, 0.12], [-0.09, 0.28, -0.03], [0.19, -0.04, 0.10], [0.03, 0.05, 0.01], [-0.01, -0.02, 0.00], [0.03, 0.00, -0.02], [-0.04, 0.02, 0.01], [0.04, -0.15, 0.02], [-0.03, -0.06, -0.06], [-0.04, -0.02, 0.01], [0.00, 0.02, 0.00], [0.00, 0.02, -0.01], [0.00, 0.00, -0.02], [-0.02, 0.00, 0.02], [-0.02, 0.00, -0.02], [-0.01, 0.01, 0.01], [0.00, -0.01, 0.00], [-0.01, 0.01, -0.02], [0.01, 0.05, -0.08], [0.01, -0.01, 0.00], [-0.02, -0.03, 0.02], [0.04, -0.01, -0.01], [-0.05, 0.05, 0.02], [0.03, 0.02, -0.08], [-0.01, 0.00, -0.01], [0.24, -0.11, -0.12], [0.10, 0.00, 0.07], [-0.16, -0.01, -0.08], [-0.08, 0.01, -0.05], [0.00, -0.02, 0.02], [0.01, 0.00, -0.05], [-0.05, 0.00, -0.02], [-0.01, 0.00, 0.01], [-0.02, 0.00, -0.01], [0.00, 0.00, -0.01], [0.08, -0.02, 0.01], [0.00, -0.01, 0.03], [-0.14, 0.06, 0.01], [-0.01, 0.00, 0.00], [0.00, 0.03, -0.01], [-0.01, 0.03, 0.02], [-0.01, 0.00, 0.03], [0.04, -0.08, -0.01], [-0.08, 0.03, 0.04], [0.11, 0.00, 0.06], [-0.01, 0.01, -0.06], [-0.02, -0.03, -0.02], [-0.04, 0.05, -0.06], [0.02, -0.03, 0.04], [-0.02, -0.03, 0.02], [0.01, 0.00, -0.02], [0.01, 0.02, 0.00], [0.01, 0.01, 0.01], [0.00, -0.01, 0.00], [-0.04, 0.00, 0.02], [0.02, 0.03, 0.01], [-0.01, 0.00, 0.00], [0.04, 0.01, 0.01], [0.04, -0.03, 0.00], [0.03, 0.05, -0.04], [-0.18, -0.01, 0.16], [0.15, 0.04, -0.36], [-0.03, 0.07, -0.03], [-0.03, 0.09, 0.00], [0.06, 0.05, -0.08], [-0.04, 0.02, -0.05], [0.01, -0.02, -0.02], [0.02, -0.04, 0.03], [-0.04, -0.02, 0.01], [0.01, -0.03, -0.02], [-0.03, 0.01, 0.00], [0.01, 0.00, 0.02], [-0.02, -0.05, 0.11], [-0.01, 0.02, 0.02], [-0.02, -0.03, 0.01], [0.03, -0.01, 0.00], [0.00, 0.00, -0.01], [0.01, 0.03, 0.02]],
  "mulliken_charge": [-0.353, -0.745, -0.456, 1.557, -0.714, -0.542, 0.516, -0.551, -0.714, -0.944, -0.052, 0.551, 0.664, -0.845, -0.741, -1.356, -0.407, 1.229, 0.625, 0.449, 0.476, 0.466, 0.613, 0.437, 0.556, 0.797, -0.158, 0.571, -0.274, -0.242, 1.043, -0.544, -0.732, -0.775, 1.035, 0.041, -0.652, 0.150, -1.062, -0.234, -0.243, 1.020, -0.738, -0.276, 0.128, -0.944, -0.715, -0.941, 0.016, 1.033, -1.097, -0.349, 0.360, 0.348, 0.369, 0.418, 0.330, 0.390, 0.481, 0.356, -0.859, -0.731, 0.271, -0.261, -0.246, -0.704, 2.189, -0.151, 0.275, -0.853, -1.168, -0.986, -0.183, 0.358, 0.426, 0.321, 0.289, 0.432, -0.087, 0.875, 0.459, 0.390, 0.547, -0.316, 0.177, 0.121, -0.641, -0.633, -0.631, -0.178, 0.124, 0.373, 0.284, 0.297, 0.356, 0.388, 0.258, 0.243, -0.940, 1.152, -1.985, -0.469, -0.283, 1.436, 1.644, -1.464, -2.016, 0.586, -0.378, 0.260, 0.495, 0.310, 0.363, -0.078, 0.179, 0.534, 0.354, 0.463, 0.385]
}